A structure of composition C28H58BBrCl18I2O4SSb in a non-equilibrium geometry. Source: the OMol25 dataset; level of theory: the ωB97M-V functional and the def2-TZVPD basis.

Calculated values
- total charge = -1
- gap between HOMO and LUMO (eV) = 6.13
- HOMO energy (eV) = -4.8
- total energy (eV) = -367860.18355
- M (g mol⁻¹) = 1595.3

Cartesian coordinates (Å):
C1 5.929 -2.739 0.279
C2 5.638 -3.817 -0.967
O1 5.739 -2.994 -2.204
C3 4.706 -3.368 -3.178
C4 3.402 -2.315 -3.197
O2 2.994 -2.174 -1.798
Sb1 1.703 -0.629 -1.464
S1 1.076 -0.456 -3.875
C5 3.399 0.833 -1.759
C6 4.442 0.864 -0.485
C7 4.546 2.340 0.251
Br1 6.533 2.657 0.546
B1 0.289 1.094 -1.149
O3 -1.177 0.804 -1.253
O4 0.689 2.472 -0.814
C8 0.097 -2.148 -1.214
I1 -0.293 -3.392 -3.027
C9 -0.691 -2.415 0.015
C10 -1.874 -3.569 0.177
I2 -0.306 -1.251 1.870
H1 6.647 -1.908 -0.149
H2 6.374 -3.280 1.230
H3 4.927 -2.181 0.569
H4 6.382 -4.721 -0.937
H5 4.538 -4.184 -0.814
H6 5.220 -3.407 -4.254
H7 4.254 -4.431 -2.963
H8 3.814 -1.345 -3.706
H9 2.608 -2.884 -3.883
H10 2.178 -0.673 0.211
H11 1.795 0.660 -4.409
H12 4.052 0.575 -2.710
H13 2.957 1.920 -1.979
H14 4.212 0.088 0.358
H15 5.529 0.604 -0.891
H16 4.040 3.202 -0.384
H17 4.080 2.282 1.346
H18 -1.498 0.916 -2.196
H19 0.903 2.938 -1.693
H20 -2.943 -3.082 0.225
H21 -1.774 -4.461 -0.572
H22 -1.695 -4.039 1.261
Cl1 -4.737 -2.181 -0.755
C11 -6.318 -2.946 -1.050
C12 -6.801 -3.746 0.149
Cl2 -5.817 -5.205 0.425
H23 -6.231 -3.572 -1.944
H24 -7.024 -2.139 -1.268
H25 -7.828 -4.084 -0.019
H26 -6.786 -3.148 1.065
Cl3 -5.000 1.246 -5.417
C13 -5.906 0.569 -4.041
C14 -5.585 1.281 -2.736
Cl4 -3.924 0.954 -2.183
H27 -5.683 -0.501 -3.981
H28 -6.968 0.683 -4.275
H29 -6.256 0.931 -1.947
H30 -5.705 2.365 -2.829
Cl5 -8.122 1.020 -1.036
C15 -9.704 0.255 -1.331
C16 -10.187 -0.545 -0.132
Cl6 -9.203 -2.003 0.144
H31 -9.616 -0.370 -2.225
H32 -10.409 1.062 -1.549
H33 -11.214 -0.883 -0.300
H34 -10.172 0.054 0.785
Cl7 -4.640 -2.263 5.071
C17 -3.234 -1.171 5.002
C18 -3.146 -0.272 6.225
Cl8 -4.453 0.937 6.267
H35 -3.301 -0.589 4.077
H36 -2.345 -1.805 4.941
H37 -2.203 0.283 6.211
H38 -3.187 -0.849 7.154
Cl9 0.480 6.777 0.178
C19 -0.167 5.311 0.955
C20 -1.187 5.636 2.034
Cl10 -0.440 6.414 3.452
H39 0.676 4.739 1.355
H40 -0.637 4.716 0.166
H41 -1.658 4.715 2.390
H42 -1.974 6.298 1.660
Cl11 -9.345 0.760 -4.541
C21 -10.138 1.649 -5.866
C22 -9.295 1.664 -7.131
Cl12 -7.827 2.656 -6.950
H43 -10.354 2.662 -5.513
H44 -11.090 1.146 -6.059
H45 -9.870 2.097 -7.955
H46 -8.989 0.655 -7.424
Cl13 8.059 -1.472 3.118
C23 8.237 -2.944 4.106
C24 9.210 -3.935 3.487
Cl14 8.569 -4.662 1.993
H47 7.245 -3.384 4.242
H48 8.605 -2.624 5.085
H49 9.396 -4.758 4.185
H50 10.170 -3.465 3.252
Cl15 2.720 3.991 4.466
C25 2.174 4.903 5.895
C26 2.625 4.257 7.195
Cl16 1.795 2.710 7.500
H51 1.084 4.992 5.845
H52 2.601 5.907 5.811
H53 2.389 4.913 8.038
H54 3.703 4.070 7.200
Cl17 11.893 2.178 -0.465
C27 10.311 1.413 -0.760
C28 9.828 0.613 0.439
Cl18 10.812 -0.846 0.715
H55 10.399 0.787 -1.654
H56 9.605 2.220 -0.978
H57 8.801 0.274 0.271
H58 9.843 1.211 1.355